The following is a DFT calculation (ωB97M-V/def2-TZVPD) of an isolated molecule of C6H6N2O2.

The geometry in XYZ format:
```
16
Properties=species:S:1:pos:R:3:forces:R:3:lowdin_charge:R:1
O 0.419545 1.332100 2.077820 0.34 0.49 0.55 -0.03
N -0.700530 1.525125 1.714373 -0.35 -0.50 -0.69 0.01
N -1.098236 0.676255 0.706066 -0.42 0.46 0.90 -0.17
O -2.265853 1.116883 0.137835 -1.73 -0.85 0.30 0.00
C -0.224611 -0.104799 -0.069085 1.25 -0.17 -0.58 -0.19
C -0.307683 -0.103064 -1.478421 0.48 -0.61 1.35 -0.01
C 0.616754 -0.839700 -2.225622 0.02 -0.31 0.63 -0.08
C 1.598632 -1.616464 -1.597744 -0.58 0.43 1.60 -0.07
C 1.683787 -1.560278 -0.183696 -0.08 -0.24 -1.42 -0.08
C 0.833263 -0.784993 0.573173 -0.04 0.06 -0.10 -0.03
H -3.042577 0.591982 0.534869 1.89 0.92 -0.67 0.16
H -1.121779 0.446852 -1.899847 -0.16 0.19 -0.50 0.10
H 0.525064 -0.825143 -3.290629 0.02 -0.06 -0.50 0.09
H 2.286405 -2.299082 -2.072166 -0.08 0.22 -0.57 0.10
H 2.420901 -2.168193 0.322789 0.15 0.11 0.00 0.10
H 1.092955 -0.692161 1.625047 -0.70 -0.14 -0.30 0.11
```
Positions in Å, forces in eV/Å.

The frontier orbital gap is 0.34022 Ha. Its highest occupied orbital energy is -8.90 eV. The value obtained for the LUMO energy is 0.4 eV. Its SMILES is O=NN(O)c1ccccc1. The value obtained for the energy relative to the best compared isomer or geometry (same formula, charge and spin) is 421.0 kJ/mol. The multiplicity is 1.